# 1
Computed, not measured: 2 unconnected molecules or ions with the total composition C4H11NO2, with the ωB97M-V functional and the def2-TZVPD basis.

The geometry in XYZ format:
```
18
Properties=species:S:1:pos:R:3
N 0.11868 0.11106 2.98277
C -0.08503 0.93100 1.80529
C -0.06705 0.23784 0.47737
C -0.25986 1.27952 -0.70614
C 0.61653 0.90436 -1.84410
O 0.74397 -0.19814 -2.22568
H -0.81136 -0.31877 3.22451
H 0.67585 -0.70323 2.90537
H 0.79775 1.72065 1.83416
H -0.98264 1.47160 1.93930
H 0.95187 -0.18829 0.26847
H -0.76100 -0.56095 0.48228
H -0.11763 2.35976 -0.34785
H -1.35227 1.30767 -0.92966
H 1.28334 1.72328 -2.15373
O -0.87810 -2.59390 -0.83075
H -0.42535 -2.18919 -1.58409
H -0.24384 -3.17996 -0.46125
```

Values from the calculation:
SMILES string: NCCCC=O.O
Energy above the lowest of the compared OMol25 structures with the same formula, charge and spin in kJ/mol: 179.0
Largest force on an atom in eV/A: 3.776
Calculated total energy in eV: -9910.38637
E_HOMO in eV: -9.3

Need the natural (NBO) charges? In units of e they are: number 1, N, carries -0.83; number 2, C, carries -0.21; number 3, C, carries -0.40; number 4, C, carries -0.53; number 5, C, carries 0.46; number 6, O, carries -0.53; number 7, H, carries 0.34; number 8, H, carries 0.36; number 9, H, carries 0.16; number 10, H, carries 0.19; number 11, H, carries 0.19; number 12, H, carries 0.23; number 13, H, carries 0.22; number 14, H, carries 0.25; number 15, H, carries 0.10; number 16, O, carries -0.95; number 17, H, carries 0.49; number 18, H, carries 0.46

# 2
Computed, not measured: a molecular structure, C30H46BrN3P2SeTc, with the ωB97M-V functional and the def2-TZVPD basis.

The geometry in XYZ format:
```
84
Properties=species:S:1:pos:R:3
C -0.63730 7.42550 -6.29790
C -0.81400 6.04080 -6.54110
C -1.12580 5.65820 -7.86940
C -1.24050 6.64730 -8.85090
N -1.07290 7.96150 -8.62090
C -0.77700 8.32390 -7.36030
C -0.68450 5.08010 -5.50090
C -0.57270 4.24980 -4.60180
C -0.44310 3.28860 -3.56090
C 0.62260 3.36340 -2.62830
C 0.74460 2.41460 -1.60820
C -0.18270 1.35530 -1.46760
C -1.24360 1.28810 -2.40120
C -1.37620 2.22890 -3.42730
Tc 0.00000 0.00000 0.00000
P 1.89050 -0.90600 -1.02270
H -1.27360 4.60290 -8.11690
H -0.39520 7.78030 -5.29190
H -1.48190 6.36390 -9.88470
H -0.64240 9.40030 -7.18510
H -2.20370 2.15720 -4.14080
H 1.35010 4.17680 -2.71790
H -1.98240 0.48150 -2.32630
H 1.58040 2.50170 -0.90400
C 2.18670 -2.56840 -0.24240
C 3.17040 -3.54730 -0.89520
H 1.18070 -3.02330 -0.19040
H 2.45640 -2.33380 0.80370
H 3.41250 -4.35780 -0.18480
H 2.73640 -4.01690 -1.79460
H 4.11670 -3.06320 -1.18450
C 1.78550 -1.17230 -2.86000
C 2.85920 -0.55170 -3.76310
H 0.78810 -0.79020 -3.14140
H 1.72260 -2.26760 -2.99820
H 2.60010 -0.72770 -4.82230
H 2.92290 0.54020 -3.61780
H 3.86020 -0.97710 -3.58800
C 3.38640 0.15670 -0.72130
C 4.77580 -0.49290 -0.75090
H 3.19680 0.59120 0.27600
H 3.30990 0.98350 -1.45290
H 5.54870 0.28140 -0.59820
H 4.88360 -1.22780 0.06450
H 4.99230 -0.99980 -1.70520
Br 0.23160 -1.71850 1.86060
P -2.68160 -3.59400 -4.34300
C -0.80400 -3.64060 -4.20570
C -0.20030 -5.04420 -4.35560
H -0.49270 -3.17080 -3.25160
H -0.42320 -2.99100 -5.01630
H 0.87090 -4.98730 -4.62100
H -0.28220 -5.62840 -3.42290
H -0.71940 -5.61250 -5.14740
C -3.16020 -3.26310 -2.55610
C -4.57170 -3.73400 -2.18230
H -3.08580 -2.16620 -2.42700
H -2.40610 -3.71660 -1.88250
H -4.65250 -3.91120 -1.09470
H -5.33090 -2.98220 -2.46240
H -4.83120 -4.67910 -2.69030
C -2.88010 -1.83680 -4.97940
C -3.14570 -1.76490 -6.48860
H -1.98750 -1.23930 -4.70700
H -3.73460 -1.40390 -4.42560
H -3.62650 -0.80820 -6.76100
H -2.20950 -1.84050 -7.07060
H -3.80750 -2.58660 -6.81450
C 3.12880 0.90370 3.97920
N 1.67300 0.78560 4.01800
C 0.95750 0.38720 5.08830
C -0.38210 0.42930 4.75910
N -0.49510 0.85540 3.48570
C -1.75880 1.04320 2.77340
C 0.77020 1.05830 3.04630
Se 1.18420 1.66970 1.45630
H 3.48430 1.25950 2.99070
H 3.58980 -0.08430 4.18660
H 3.46170 1.62990 4.75150
H 1.37690 0.09670 6.04280
H -1.21200 0.17410 5.40580
H -2.30770 0.07830 2.73220
H -2.38090 1.79070 3.30680
H -1.59310 1.39460 1.73540
```

Values from the calculation:
Charge: +4
Largest force on an atom in eV/A: 4.647
Expectation value of S²: 4.035
Calculated total energy in eV: -192446.87394
Multiplicity: 4
E_HOMO (alpha / beta) in eV: -18.1 / -18.5

Need the Löwdin charges? In units of e they are: number 1, C, carries 0.07; number 2, C, carries -0.16; number 3, C, carries 0.05; number 4, C, carries -0.05; number 5, N, carries 0.17; number 6, C, carries -0.05; number 7, C, carries 0.16; number 8, C, carries 0.15; number 9, C, carries -0.18; number 10, C, carries 0.03; number 11, C, carries -0.14; number 12, C, carries -0.38; number 13, C, carries -0.10; number 14, C, carries 0.01; number 15, Tc, carries 0.77; number 16, P, carries 0.88; number 17, H, carries 0.14; number 18, H, carries 0.14; number 19, H, carries 0.14; number 20, H, carries 0.14; number 21, H, carries 0.13; number 22, H, carries 0.14; number 23, H, carries 0.10; number 24, H, carries 0.04; number 25, C, carries -0.48; number 26, C, carries -0.10; number 27, H, carries 0.02; number 28, H, carries 0.02; number 29, H, carries 0.11; number 30, H, carries 0.08; number 31, H, carries 0.07; number 32, C, carries -0.36; number 33, C, carries -0.10; number 34, H, carries 0.06; number 35, H, carries 0.07; number 36, H, carries 0.10; number 37, H, carries 0.08; number 38, H, carries 0.08; number 39, C, carries -0.38; number 40, C, carries -0.11; number 41, H, carries 0.00; number 42, H, carries 0.08; number 43, H, carries 0.10; number 44, H, carries 0.09; number 45, H, carries 0.07; number 46, Br, carries 0.37; number 47, P, carries 1.28; number 48, C, carries -0.38; number 49, C, carries -0.14; number 50, H, carries 0.07; number 51, H, carries 0.09; number 52, H, carries 0.09; number 53, H, carries 0.09; number 54, H, carries 0.08; number 55, C, carries -0.38; number 56, C, carries -0.13; number 57, H, carries 0.07; number 58, H, carries 0.09; number 59, H, carries 0.09; number 60, H, carries 0.09; number 61, H, carries 0.08; number 62, C, carries -0.38; number 63, C, carries -0.14; number 64, H, carries 0.08; number 65, H, carries 0.09; number 66, H, carries 0.09; number 67, H, carries 0.09; number 68, H, carries 0.08; number 69, C, carries 0.02; number 70, N, carries -0.09; number 71, C, carries 0.02; number 72, C, carries 0.01; number 73, N, carries -0.15; number 74, C, carries -0.02; number 75, C, carries -0.79; number 76, Se, carries 0.99; number 77, H, carries 0.08; number 78, H, carries 0.13; number 79, H, carries 0.13; number 80, H, carries 0.16; number 81, H, carries 0.16; number 82, H, carries 0.11; number 83, H, carries 0.13; number 84, H, carries 0.05